No. 1
C5H10N2O as an isolated structure, computed with ωB97M-V/def2-TZVPD.

Summary:
- HOMO energy: -8.23 eV
- Electronic energy: -381.087781 a.u.
- Total charge: 0
- Energy relative to the best compared isomer or geometry (same formula, charge and spin): 5.378 eV
- Gap between HOMO and LUMO: 0.311 Ha

The geometry in XYZ format:
```
18
Properties=species:S:1:pos:R:3:forces:R:3
C 1.606 0.142 0.259 -0.19 -0.61 0.37
C -0.630 1.003 -0.550 0.15 0.17 -0.56
C -0.706 -1.352 0.628 -1.75 0.15 1.31
C -1.535 0.543 0.491 1.77 -1.52 0.30
C 0.376 -0.157 -0.610 0.82 1.75 -2.12
O 2.327 1.239 -0.281 -0.27 -0.25 -0.19
N -2.393 0.727 1.315 -0.41 -0.22 0.34
N 0.469 -0.718 -1.795 -0.68 -0.13 1.25
H 2.461 1.051 -1.221 0.01 0.04 0.11
H -2.922 1.588 1.440 0.19 -0.05 -0.30
H 1.052 -1.556 -1.757 0.40 0.26 -0.03
H 2.222 -0.764 0.310 0.02 0.08 0.02
H 1.327 0.434 1.274 -0.01 -0.07 -0.07
H -0.162 1.962 -0.310 -0.14 0.04 -0.11
H -1.170 1.055 -1.498 0.12 0.13 -0.02
H -1.486 -1.789 0.006 -0.09 -0.16 0.13
H -0.972 -1.365 1.685 -0.44 -0.04 0.08
H 0.135 -2.043 0.611 0.50 0.45 -0.49
```
Positions in Å, forces in eV/Å.

=====

No. 2
One molecule with the formula C5H10N2O, computed with ωB97M-V/def2-TZVPD.

Summary:
- HOMO energy: -9.20 eV
- Electronic energy: -381.148191 a.u.
- Total charge: 0
- Energy relative to the best compared isomer or geometry (same formula, charge and spin): 3.735 eV
- Gap between HOMO and LUMO: 0.328 Ha

The geometry in XYZ format:
```
18
Properties=species:S:1:pos:R:3:forces:R:3
H -1.295 0.555 -2.473 0.23 -0.17 0.40
N -0.917 -0.170 -1.854 0.80 -0.36 0.87
C -0.393 0.305 -0.796 -2.02 3.61 -0.36
C -0.461 1.985 -0.546 0.30 -1.93 -1.80
C 0.183 -0.441 0.360 -0.31 -0.22 0.60
C -0.439 -1.815 0.588 -0.27 -0.03 -0.01
C 1.705 -0.502 0.274 0.18 0.18 0.10
N -0.160 0.544 1.564 -1.90 -0.83 0.69
O -1.310 0.470 1.969 2.60 -0.24 -1.04
H 0.584 2.297 -0.557 -0.16 0.37 0.22
H -1.039 2.479 0.235 0.32 -0.79 0.50
H -0.952 2.353 -1.451 0.34 -0.03 -0.21
H -1.529 -1.754 0.659 0.21 0.09 -0.01
H -0.063 -2.262 1.514 0.04 0.10 -0.12
H -0.207 -2.491 -0.242 0.04 0.24 0.09
H 2.143 0.493 0.142 -0.11 -0.07 0.05
H 2.025 -1.116 -0.575 -0.20 0.05 0.14
H 2.125 -0.930 1.190 -0.11 0.03 -0.11
```
Positions in Å, forces in eV/Å.

=====

No. 3
C5H10N2O as an isolated structure, computed with ωB97M-V/def2-TZVPD.

Summary:
- HOMO energy: -9.01 eV
- Electronic energy: -381.169592 a.u.
- Total charge: 0
- Energy relative to the best compared isomer or geometry (same formula, charge and spin): 3.152 eV
- Gap between HOMO and LUMO: 0.348 Ha

The geometry in XYZ format:
```
18
Properties=species:S:1:pos:R:3:forces:R:3
C -0.764 -0.911 0.339 1.40 -0.85 -1.24
C 1.673 -0.971 0.960 -0.03 0.48 0.28
C -2.045 -0.832 -0.371 -0.58 0.81 -0.87
C 0.599 1.163 -0.109 2.65 2.09 0.88
C 0.589 -0.359 0.068 -0.69 1.25 0.04
N -0.158 1.777 -1.048 -1.74 -1.56 -1.06
N 1.411 1.873 0.605 -0.19 -1.23 0.49
O 0.372 -1.109 -1.068 -1.35 -0.93 1.63
H -0.859 -1.524 1.233 0.70 -0.85 -0.39
H -0.788 1.186 -1.579 0.33 0.53 -0.10
H -0.046 2.738 -1.326 0.15 -0.28 0.29
H 1.309 2.880 0.468 -0.11 -0.22 -0.22
H 1.577 -0.611 1.986 0.26 0.21 -0.15
H 1.611 -2.061 0.998 -0.45 0.11 -0.30
H 2.661 -0.747 0.555 -0.13 0.28 0.15
H -2.453 -1.844 -0.498 0.02 0.25 0.24
H -2.763 -0.210 0.170 -0.11 -0.12 0.08
H -1.926 -0.438 -1.383 -0.12 0.04 0.24
```
Positions in Å, forces in eV/Å.

=====

No. 4
A 2-piece molecular cluster, C5H10N2O overall, computed with ωB97M-V/def2-TZVPD.

Summary:
- HOMO energy: -9.60 eV
- Electronic energy: -381.232129 a.u.
- Total charge: 0
- Energy relative to the best compared isomer or geometry (same formula, charge and spin): 1.451 eV
- Gap between HOMO and LUMO: 0.372 Ha

The geometry in XYZ format:
```
18
Properties=species:S:1:pos:R:3:forces:R:3
H 0.351 -1.557 -2.235 0.01 -0.07 0.23
N 0.781 -1.840 -1.347 -0.57 -0.08 1.11
C -0.044 -1.708 -0.370 0.35 0.87 -1.53
C -1.461 -1.241 -0.526 0.15 -1.14 1.72
C -2.151 -0.821 0.547 -0.01 0.00 -1.15
H 0.295 -1.941 0.653 -0.08 0.07 -0.44
H -1.957 -1.554 -1.436 -0.07 0.17 -0.07
H -3.235 -0.786 0.510 0.11 0.42 0.04
H -1.648 -0.436 1.428 -0.06 -0.49 0.14
C 1.796 0.873 0.949 0.15 -0.39 0.12
C 1.134 1.405 -0.289 -0.45 0.61 -0.97
N -0.214 1.708 -0.152 0.48 0.28 0.05
O 1.697 1.570 -1.361 -0.25 -0.26 0.85
H 2.661 0.267 0.667 -0.11 0.24 0.02
H 1.110 0.239 1.517 0.03 0.13 0.00
H 2.111 1.699 1.591 0.03 -0.04 -0.09
H -0.600 1.888 0.765 0.12 -0.15 -0.19
H -0.625 2.235 -0.914 0.16 -0.15 0.17
```
Positions in Å, forces in eV/Å.

=====

No. 5
A 2-piece molecular cluster, C5H10N2O overall, computed with ωB97M-V/def2-TZVPD.

Summary:
- HOMO energy: -8.59 eV
- Electronic energy: -381.130569 a.u.
- Total charge: 0
- Energy relative to the best compared isomer or geometry (same formula, charge and spin): 4.214 eV
- Gap between HOMO and LUMO: 0.330 Ha

The geometry in XYZ format:
```
18
Properties=species:S:1:pos:R:3:forces:R:3
C 0.269 -0.701 0.594 -0.04 -0.37 0.53
C 1.373 -0.478 1.623 -0.20 0.03 0.06
C -1.269 -0.265 -1.463 1.15 -0.86 -1.39
C -0.889 0.350 0.537 0.49 0.33 3.26
C 0.655 -0.646 -0.804 -2.29 2.02 -1.33
N -0.350 1.672 0.282 -0.25 -0.45 -0.93
N 1.542 -0.417 -1.594 0.53 -0.61 0.41
O -1.899 0.165 1.231 0.90 0.02 -1.53
H -0.230 -1.660 0.756 -0.03 0.10 0.05
H 0.179 2.040 1.070 -0.41 -0.16 -0.13
H -1.082 2.299 -0.033 0.14 0.06 0.43
H 1.431 -0.153 -2.566 -0.30 -0.13 0.19
H 0.921 -0.460 2.617 0.09 0.00 -0.02
H 2.107 -1.286 1.593 -0.05 0.10 -0.02
H 1.884 0.470 1.446 0.05 -0.07 -0.01
H -1.533 -1.321 -1.556 -0.02 -0.01 -0.25
H -0.890 0.138 -2.405 0.01 -0.27 -0.13
H -2.219 0.251 -1.327 0.23 0.25 0.81
```
Positions in Å, forces in eV/Å.

=====

No. 6
One molecule with the formula C5H10N2O, computed with ωB97M-V/def2-TZVPD.

Summary:
- HOMO energy: -9.16 eV
- Electronic energy: -381.215743 a.u.
- Total charge: 0
- Energy relative to the best compared isomer or geometry (same formula, charge and spin): 1.896 eV
- Gap between HOMO and LUMO: 0.367 Ha

The geometry in XYZ format:
```
18
Properties=species:S:1:pos:R:3:forces:R:3
H -1.387 -2.120 -2.146 -0.36 -0.07 0.84
N -0.390 -2.200 -2.052 1.02 -0.17 -1.82
C 0.259 -1.889 -1.030 -0.94 0.42 1.65
N -0.273 -1.614 0.233 0.70 -0.19 -1.61
C 0.551 -1.098 1.269 0.37 1.49 0.79
C 0.741 0.451 1.269 -0.11 0.58 -0.73
C -0.503 1.263 0.854 -1.40 0.19 0.74
C -0.442 2.060 -0.445 0.13 0.07 1.30
O 0.161 3.100 -0.483 0.02 -0.10 -0.51
H 1.348 -1.812 -1.031 0.02 -0.17 -0.25
H -1.201 -1.955 0.335 -0.54 0.13 0.61
H 1.558 -1.509 1.147 -0.17 -0.32 0.49
H 0.127 -1.268 2.259 0.09 -0.83 -0.14
H 1.040 0.863 2.235 0.00 -0.66 0.23
H 1.588 0.749 0.642 -0.17 -0.16 -0.31
H -0.755 1.952 1.667 0.73 0.67 -0.27
H -1.476 0.746 0.929 0.56 -0.83 -0.70
H -1.026 1.682 -1.294 0.05 -0.05 -0.32
```
Positions in Å, forces in eV/Å.

=====

No. 7
A 2-piece molecular cluster, C5H10N2O overall, computed with ωB97M-V/def2-TZVPD.

Summary:
- HOMO energy (alpha / beta): -13.21 / -13.21 eV
- Expectation value of S²: 0.76
- Electronic energy: -380.889372 a.u.
- Total charge: +1
- Energy relative to the best compared isomer or geometry (same formula, charge and spin): 2.459 eV
- Gap between HOMO and LUMO (alpha / beta): 0.319 / 0.182 Ha
- Spin multiplicity: 2

The geometry in XYZ format:
```
18
Properties=species:S:1:pos:R:3:forces:R:3
C 0.590 -1.701 2.069 -0.57 -3.01 -1.69
O 1.945 -2.026 1.729 0.26 3.02 -2.05
H 2.175 -1.326 1.015 0.01 -2.05 2.02
H 0.095 -1.068 1.251 0.37 -0.85 1.56
H 0.429 -1.488 3.086 0.30 1.90 1.26
H 0.139 -2.735 2.167 -0.33 0.96 -1.09
C 1.243 0.405 -1.946 1.22 2.52 -0.16
C -0.062 1.509 0.080 -4.50 -1.06 -0.94
C 0.106 0.686 -1.090 -1.82 -1.80 -0.37
C -2.030 0.354 -0.528 3.54 1.88 -0.30
N -1.425 1.350 0.368 2.01 -0.50 -0.10
N -1.092 0.087 -1.432 -0.88 -0.40 1.16
H 0.542 2.287 0.477 0.43 0.26 0.64
H -1.803 1.759 1.208 -0.47 0.01 0.06
H 0.812 0.729 -2.935 0.78 -0.30 0.42
H 1.600 -0.634 -2.087 -0.38 0.49 0.46
H -3.058 -0.044 -0.472 0.75 0.46 0.10
H 2.049 1.156 -1.605 -0.71 -1.54 -0.98
```
Positions in Å, forces in eV/Å.

=====

No. 8
One molecule with the formula C5H10N2O2, computed with ωB97M-V/def2-TZVPD.

Summary:
- HOMO energy: -7.80 eV
- Electronic energy: -456.391958 a.u.
- Total charge: 0
- Energy relative to the best compared isomer or geometry (same formula, charge and spin): 4.415 eV
- Gap between HOMO and LUMO: 0.313 Ha

The geometry in XYZ format:
```
19
Properties=species:S:1:pos:R:3:forces:R:3
C 3.021 -0.520 -0.102 0.98 -0.03 1.16
O 1.964 0.182 0.535 1.19 -0.30 1.68
C 0.858 0.086 -0.188 -3.86 -1.30 0.13
O 1.049 0.486 -1.473 0.33 -0.13 -1.62
C -0.396 0.735 0.470 3.08 -2.51 3.57
C -1.576 -0.258 0.444 2.85 2.22 -3.44
C -2.575 0.282 -0.621 -1.45 -1.64 -1.08
N -0.899 -1.522 0.137 -3.19 -2.23 -0.41
N 0.214 -1.611 -0.255 2.63 3.01 0.07
H 3.986 -0.519 0.419 -0.78 -0.19 1.15
H 3.324 0.067 -0.898 0.09 0.56 -2.47
H 2.682 -1.512 -0.310 0.14 -0.56 -0.50
H 0.613 1.315 -1.678 -0.11 0.03 0.13
H -0.545 1.565 -0.066 -1.03 3.29 -1.74
H 0.016 1.040 1.496 -1.10 -0.45 -1.18
H -2.050 -0.422 1.317 -1.47 -0.23 3.08
H -2.635 1.377 -0.600 0.10 -0.36 0.16
H -3.641 -0.112 -0.517 1.40 0.42 0.24
H -2.321 -0.038 -1.672 0.21 0.40 1.06
```
Positions in Å, forces in eV/Å.

=====

> Among the records above, which one has the highest total charge?

number 7

=====

Copy entry 7 word for word.
A 2-piece molecular cluster, C5H10N2O overall, computed with ωB97M-V/def2-TZVPD.

Summary:
- HOMO energy (alpha / beta): -13.21 / -13.21 eV
- Expectation value of S²: 0.76
- Electronic energy: -380.889372 a.u.
- Total charge: +1
- Energy relative to the best compared isomer or geometry (same formula, charge and spin): 2.459 eV
- Gap between HOMO and LUMO (alpha / beta): 0.319 / 0.182 Ha
- Spin multiplicity: 2

The geometry in XYZ format:
```
18
Properties=species:S:1:pos:R:3:forces:R:3
C 0.590 -1.701 2.069 -0.57 -3.01 -1.69
O 1.945 -2.026 1.729 0.26 3.02 -2.05
H 2.175 -1.326 1.015 0.01 -2.05 2.02
H 0.095 -1.068 1.251 0.37 -0.85 1.56
H 0.429 -1.488 3.086 0.30 1.90 1.26
H 0.139 -2.735 2.167 -0.33 0.96 -1.09
C 1.243 0.405 -1.946 1.22 2.52 -0.16
C -0.062 1.509 0.080 -4.50 -1.06 -0.94
C 0.106 0.686 -1.090 -1.82 -1.80 -0.37
C -2.030 0.354 -0.528 3.54 1.88 -0.30
N -1.425 1.350 0.368 2.01 -0.50 -0.10
N -1.092 0.087 -1.432 -0.88 -0.40 1.16
H 0.542 2.287 0.477 0.43 0.26 0.64
H -1.803 1.759 1.208 -0.47 0.01 0.06
H 0.812 0.729 -2.935 0.78 -0.30 0.42
H 1.600 -0.634 -2.087 -0.38 0.49 0.46
H -3.058 -0.044 -0.472 0.75 0.46 0.10
H 2.049 1.156 -1.605 -0.71 -1.54 -0.98
```
Positions in Å, forces in eV/Å.

=====

> What is the formula in the fourth record?

C5H10N2O

=====

What did the fourth record say?
A 2-piece molecular cluster, C5H10N2O overall, computed with ωB97M-V/def2-TZVPD.

Summary:
- HOMO energy: -9.60 eV
- Electronic energy: -381.232129 a.u.
- Total charge: 0
- Energy relative to the best compared isomer or geometry (same formula, charge and spin): 1.451 eV
- Gap between HOMO and LUMO: 0.372 Ha

The geometry in XYZ format:
```
18
Properties=species:S:1:pos:R:3:forces:R:3
H 0.351 -1.557 -2.235 0.01 -0.07 0.23
N 0.781 -1.840 -1.347 -0.57 -0.08 1.11
C -0.044 -1.708 -0.370 0.35 0.87 -1.53
C -1.461 -1.241 -0.526 0.15 -1.14 1.72
C -2.151 -0.821 0.547 -0.01 0.00 -1.15
H 0.295 -1.941 0.653 -0.08 0.07 -0.44
H -1.957 -1.554 -1.436 -0.07 0.17 -0.07
H -3.235 -0.786 0.510 0.11 0.42 0.04
H -1.648 -0.436 1.428 -0.06 -0.49 0.14
C 1.796 0.873 0.949 0.15 -0.39 0.12
C 1.134 1.405 -0.289 -0.45 0.61 -0.97
N -0.214 1.708 -0.152 0.48 0.28 0.05
O 1.697 1.570 -1.361 -0.25 -0.26 0.85
H 2.661 0.267 0.667 -0.11 0.24 0.02
H 1.110 0.239 1.517 0.03 0.13 0.00
H 2.111 1.699 1.591 0.03 -0.04 -0.09
H -0.600 1.888 0.765 0.12 -0.15 -0.19
H -0.625 2.235 -0.914 0.16 -0.15 0.17
```
Positions in Å, forces in eV/Å.